No. 1
Density functional theory data (ωB97M-V/def2-TZVPD) for one molecule with the formula C4H7NO at a distorted geometry.

Values from the calculation:
Energy   -7794.949 eV
Gap between HOMO and LUMO   9.9 eV
Strongest force on any atom   8.11 eV/Å
Relative energy (zero: lowest compared OMol25 entry of this formula, charge and spin)   4.695 eV
HOMO   -8.93 eV
Charge   0
M   85.11 g/mol
SMILES   C1OC[C@H]2N[C@@H]12

Atoms and positions in Å:
C (-0.1293, -1.3689, 0.2001)
C (1.2694, 0.5278, 0.5939)
C (-0.0962, 1.0129, -0.0507)
C (-0.9077, -0.0332, -0.4581)
H (-0.2908, -2.3784, -0.1640)
H (-0.7925, -1.6420, 1.1180)
H (1.2787, 0.5766, 1.7385)
H (2.4087, 0.5923, 0.2797)
H (-0.5478, 1.7869, 0.3490)
H (-0.9316, 1.2369, -2.1474)
H (-2.0680, 0.0001, -0.4232)
N (-0.3334, 0.6557, -1.4599)
O (1.1404, -0.9667, 0.4241)

Cartesian forces (eV/Å) of the 3 atoms listed first:
-4.3 0.8 0.6
0.4 -3.2 0.9
4.8 0.1 -0.8

Atomic partial charges in e from the natural (NBO) method, atoms 1 to 6:
1. C -0.068
2. C -0.101
3. C -0.123
4. C -0.069
5. H 0.197
6. H 0.128

---

No. 2
Density functional theory data (ωB97M-V/def2-TZVPD) for a 2-piece molecular cluster, C2H8NS overall at a distorted geometry.

Values from the calculation:
Energy   -14528.758 eV
Gap between HOMO and LUMO   6.4 eV
Strongest force on any atom   3.00 eV/Å
Relative energy (zero: lowest compared OMol25 entry of this formula, charge and spin)   1.335 eV
HOMO   -2.51 eV
Charge   -1
M   78.16 g/mol

Atoms and positions in Å:
S (-1.0741, 0.2107, -3.0711)
H (-0.9814, -0.3492, -4.3838)
C (1.2943, 0.3123, 1.1291)
N (-0.0729, -0.1888, 1.5088)
C (-0.7402, -0.4748, 0.2063)
H (2.0720, -0.4611, 1.1425)
H (1.4961, 0.9230, 0.1466)
H (1.6017, 1.0144, 1.8304)
H (-0.6237, 0.5853, 1.9468)
H (-1.0785, 0.4932, -0.1727)
H (-1.6550, -1.0726, 0.2673)
H (-0.2382, -0.9924, -0.5503)

Cartesian forces (eV/Å) of the 3 atoms listed first:
0.1 -0.7 -1.7
-0.1 0.7 1.6
-0.1 0.3 -1.3

Atomic partial charges in e from the natural (NBO) method, atoms 1 to 6:
1. S -1.083
2. H 0.090
3. C -0.427
4. N -0.632
5. C -0.434
6. H 0.181

---

No. 3
Density functional theory data (ωB97M-V/def2-TZVPD) for a 2-piece molecular cluster, C7H10O3 overall at a distorted geometry.

Values from the calculation:
Energy   -13559.331 eV
Gap between HOMO and LUMO   9.1 eV
Strongest force on any atom   3.86 eV/Å
Relative energy (zero: lowest compared OMol25 entry of this formula, charge and spin)   3.986 eV
HOMO   -8.68 eV
Charge   0
M   142.15 g/mol

Atoms and positions in Å:
C (0.6266, 1.4495, -1.1784)
C (2.2855, 0.2828, 0.8402)
C (-0.3022, -0.9775, -0.9766)
C (-0.6824, -0.2913, 0.2953)
C (0.5102, 0.1844, -0.4972)
C (0.2106, -2.3918, -0.9812)
C (-1.7741, 1.4336, 1.4081)
O (1.3070, 2.3838, -0.8144)
O (2.2891, -0.3824, 1.8019)
O (-1.8258, 0.4872, 0.3613)
H (0.0774, 1.5012, -2.1459)
H (2.9396, 1.0406, 0.4334)
H (-0.9158, -0.7284, -1.8397)
H (-0.4411, -0.8033, 1.2294)
H (0.7203, -2.6210, -0.0496)
H (0.9079, -2.5332, -1.8058)
H (-0.6185, -3.0850, -1.1101)
H (-0.8645, 2.0420, 1.3463)
H (-1.8022, 0.9361, 2.3854)
H (-2.6473, 2.0726, 1.2977)

Cartesian forces (eV/Å) of the 3 atoms listed first:
-0.3 0.1 -0.8
-3.2 -1.4 -1.4
-0.2 0.0 0.2

Atomic partial charges in e from the natural (NBO) method, atoms 1 to 6:
1. C 0.398
2. C 0.528
3. C -0.246
4. C 0.096
5. C -0.260
6. C -0.598

---

No. 4
Density functional theory data (ωB97M-V/def2-TZVPD) for one molecule with the formula C2H7N3 at a distorted geometry.

Values from the calculation:
Energy   -6654.468 eV
Gap between HOMO and LUMO   10.2 eV
Strongest force on any atom   4.80 eV/Å
Relative energy (zero: lowest compared OMol25 entry of this formula, charge and spin)   3.488 eV
HOMO   -9.47 eV
Charge   0
M   73.10 g/mol
SMILES   [H]/N=C\N(C)N

Atoms and positions in Å:
C (0.5376, -0.9402, 0.6812)
C (-0.5830, 0.1814, -1.0289)
H (-0.2584, -0.8610, 1.2809)
H (0.4841, -1.9881, 0.2604)
H (1.4426, -0.8883, 1.3686)
H (-0.3067, 1.8669, 1.1816)
H (0.8057, 2.1599, -0.4066)
H (-0.6905, 0.9500, -1.8536)
H (-1.1434, -1.4748, -0.6201)
N (0.4915, 0.2381, -0.1641)
N (0.5899, 1.5676, 0.6111)
N (-1.3694, -0.8113, -1.3105)

Cartesian forces (eV/Å) of the 3 atoms listed first:
3.8 -0.6 0.4
-1.5 -0.1 -3.7
-3.2 -0.1 2.8

Atomic partial charges in e from the natural (NBO) method, atoms 1 to 6:
1. C -0.448
2. C 0.235
3. H 0.176
4. H 0.223
5. H 0.225
6. H 0.361

---

No. 5
Density functional theory data (ωB97M-V/def2-TZVPD) for C17H14INPPtSbSe6 as an isolated structure.

Values from the calculation:
Spin multiplicity   3
Energy   -438602.366 eV
Gap between HOMO and LUMO (alpha / beta)   5.1 / 5.1 eV
Strongest force on any atom   0.64 eV/Å
Relative energy (zero: lowest compared OMol25 entry of this formula, charge and spin)   1.219 eV
HOMO (alpha / beta)   -1.76 / -1.74 eV
Charge   -2
M   1180.78 g/mol

Atoms and positions in Å:
Pt (-0.9660, 0.9523, -0.7112)
Se (0.9903, -1.7768, -1.9790)
P (0.7317, -1.1609, 0.0572)
Se (-1.2871, -1.0248, 0.8869)
C (1.6238, 0.3878, 0.4333)
C (1.1733, 1.2751, 1.4084)
C (1.8082, 2.5017, 1.5841)
C (2.8986, 2.8366, 0.8030)
C (3.3705, 1.9404, -0.1527)
C (2.7356, 0.7285, -0.3437)
C (1.6685, -2.3720, 1.1064)
C (1.0872, -3.0037, 2.1969)
C (1.8104, -3.9142, 2.9619)
C (3.1283, -4.1976, 2.6460)
C (3.7200, -3.5687, 1.5547)
C (2.9943, -2.6710, 0.7907)
H (0.3092, 1.0236, 2.0093)
H (1.3991, 3.2156, 2.2850)
H (3.3598, 3.8101, 0.9091)
H (4.2076, 2.2118, -0.7842)
H (3.0474, 0.0629, -1.1390)
H (0.0574, -2.7814, 2.4485)
H (1.3363, -4.4020, 3.8054)
H (3.6941, -4.9043, 3.2414)
H (4.7481, -3.7897, 1.2937)
H (3.4495, -2.2069, -0.0758)
I (-4.4927, -3.5509, -2.1587)
C (-4.2031, -1.4943, -2.0925)
C (-5.2749, -0.6281, -1.9168)
C (-5.0212, 0.7283, -1.8952)
C (-3.7095, 1.1726, -2.0164)
N (-2.6858, 0.3293, -2.1398)
C (-2.9231, -0.9858, -2.1982)
H (-6.2789, -1.0145, -1.7965)
H (-5.8056, 1.4626, -1.7722)
H (-3.4916, 2.2379, -2.0090)
H (-2.0498, -1.6181, -2.3171)
Se (-1.7687, 4.4457, 1.4319)
Sb (-1.5904, 5.0753, -0.8965)
Se (-0.1814, 2.9569, -1.7242)
Se (0.0189, 6.7579, -1.5315)
Se (-3.6382, 4.9527, -2.2034)

Cartesian forces (eV/Å) of the 3 atoms listed first:
-0.3 0.3 0.0
0.0 0.0 0.1
0.3 -0.6 0.2

Atomic partial charges in e from the natural (NBO) method, atoms 1 to 6:
1. Pt 0.415
2. Se -0.593
3. P 0.942
4. Se -0.503
5. C -0.442
6. C -0.205

---

No. 6
Density functional theory data (ωB97M-V/def2-TZVPD) for a 2-piece molecular cluster, CHClF2O overall at a distorted geometry.

Values from the calculation:
Energy   -21052.829 eV
Gap between HOMO and LUMO (alpha / beta)   9.5 / 7.5 eV
Strongest force on any atom   1.98 eV/Å
Relative energy (zero: lowest compared OMol25 entry of this formula, charge and spin)   5.602 eV
HOMO (alpha / beta)   -9.76 / -9.08 eV
Charge   0
M   102.47 g/mol

Atoms and positions in Å:
C (0.7525, 0.2168, -0.0514)
O (-1.3056, -0.8203, 0.6871)
F (0.3013, 0.8059, -1.1198)
F (1.2893, 0.9738, 0.8512)
Cl (-2.4717, -0.5330, -0.3535)
H (1.4342, -0.6432, -0.0137)

Cartesian forces (eV/Å) of the 3 atoms listed first:
-0.1 -1.8 0.8
1.8 0.4 0.2
0.4 -0.2 0.4

Partial charges, natural (NBO), in e:
1. C 0.722
2. O -0.589
3. F -0.279
4. F -0.295
5. Cl 0.295
6. H 0.147